{
  "formula": "C48H130N8O21",
  "method": "wB97M-V/def2-TZVPD",
  "elements": ["C", "O", "C", "C", "N", "C", "C", "O", "C", "H", "H", "H", "H", "H", "H", "H", "H", "H", "H", "H", "H", "H", "H", "H", "C", "O", "C", "C", "N", "C", "C", "O", "C", "H", "H", "H", "H", "H", "H", "H", "H", "H", "H", "H", "H", "H", "H", "H", "C", "O", "C", "C", "N", "C", "C", "O", "C", "H", "H", "H", "H", "H", "H", "H", "H", "H", "H", "H", "H", "H", "H", "H", "C", "C", "O", "O", "H", "H", "H", "H", "H", "H", "C", "C", "O", "O", "H", "H", "H", "H", "H", "H", "C", "C", "O", "O", "H", "H", "H", "H", "H", "H", "C", "C", "O", "O", "H", "H", "H", "H", "H", "H", "C", "C", "O", "O", "H", "H", "H", "H", "H", "H", "C", "C", "C", "O", "C", "N", "H", "H", "H", "H", "H", "H", "H", "H", "H", "H", "H", "C", "C", "C", "O", "C", "N", "H", "H", "H", "H", "H", "H", "H", "H", "H", "H", "H", "C", "C", "C", "O", "C", "N", "H", "H", "H", "H", "H", "H", "H", "H", "H", "H", "H", "C", "C", "C", "O", "C", "N", "H", "H", "H", "H", "H", "H", "H", "H", "H", "H", "H", "C", "C", "C", "O", "C", "N", "H", "H", "H", "H", "H", "H", "H", "H", "H", "H", "H"],
  "coordinates": [[-10.64679, -9.86739, 9.16544], [-10.83810, -9.65877, 7.68975], [-12.07724, -9.38045, 7.17952], [-12.19698, -9.20828, 5.67239], [-11.69168, -7.94204, 5.17815], [-12.12005, -7.63676, 3.83723], [-11.51007, -6.36764, 3.35088], [-11.88121, -5.24165, 4.12754], [-11.23750, -3.99279, 3.92616], [-11.04129, -10.83284, 9.48227], [-11.14351, -9.09738, 9.75575], [-9.57749, -9.90808, 9.37289], [-12.41997, -8.45458, 7.64146], [-12.78695, -10.15637, 7.46650], [-13.27301, -9.31143, 5.53233], [-11.68629, -10.08255, 5.26872], [-11.84257, -7.16326, 5.80331], [-13.17337, -7.36054, 3.78890], [-11.84823, -8.52251, 3.26307], [-11.83169, -6.37023, 2.30941], [-10.42977, -6.49808, 3.28734], [-11.81932, -3.26196, 4.48785], [-11.17042, -3.70387, 2.87730], [-10.20628, -3.92294, 4.27227], [-5.65392, -5.80433, 9.18964], [-5.53936, -6.30977, 7.88052], [-5.97730, -7.66001, 7.66045], [-5.81340, -8.27385, 6.24618], [-4.31759, -8.37280, 5.97665], [-3.87110, -9.66795, 6.50983], [-2.38047, -9.77698, 6.57106], [-1.83116, -8.98175, 7.62747], [-0.58761, -9.40629, 8.05890], [-5.49693, -4.72573, 9.19755], [-5.01538, -6.33265, 9.89763], [-6.61266, -5.92934, 9.69294], [-7.05001, -7.72620, 7.84214], [-5.54075, -8.25109, 8.46552], [-6.16992, -7.56557, 5.49830], [-6.41675, -9.18154, 6.23303], [-3.77549, -7.66821, 6.45600], [-4.23634, -10.34419, 5.73691], [-4.34517, -9.86611, 7.47112], [-1.91812, -9.49760, 5.62434], [-2.13262, -10.81744, 6.78110], [-0.27939, -8.59724, 8.72112], [0.23762, -9.47825, 7.35044], [-0.65448, -10.31648, 8.65487], [-10.96564, -3.32044, 22.08469], [-10.19151, -2.19712, 22.59905], [-9.40069, -1.46774, 21.63155], [-8.44260, -0.48774, 22.31512], [-9.07921, 0.71276, 22.83615], [-8.08092, 1.50559, 23.58442], [-8.72620, 2.81390, 24.07574], [-9.15784, 2.56528, 25.39076], [-9.63475, 3.65015, 26.10615], [-10.44698, -4.26311, 21.91011], [-11.53330, -2.98566, 21.21648], [-11.68068, -3.56662, 22.86968], [-9.90064, -0.96973, 20.80080], [-8.78870, -2.21964, 21.13332], [-7.68463, -0.25819, 21.56620], [-7.88207, -1.06287, 23.05209], [-9.82486, 0.36665, 23.42294], [-7.20235, 1.80103, 23.01089], [-7.79727, 0.89120, 24.43892], [-9.59447, 3.13201, 23.49867], [-7.91175, 3.53829, 24.08107], [-10.00198, 3.32003, 27.07788], [-10.45353, 4.12490, 25.56550], [-8.97574, 4.50643, 26.24963], [-12.74453, -12.74224, 15.12138], [-11.55345, -13.73381, 14.97021], [-10.31226, -13.17342, 15.33751], [-13.06426, -12.39387, 16.50394], [-13.65450, -13.22659, 14.76717], [-12.48381, -11.85173, 14.54943], [-11.45370, -14.10765, 13.95119], [-11.73351, -14.63088, 15.56260], [-10.35472, -13.06414, 16.29032], [-13.95252, -12.03511, 16.56622], [-11.59147, -3.76806, 8.53726], [-11.90890, -3.80803, 10.05723], [-13.05883, -3.02612, 10.33399], [-12.57079, -4.59137, 7.89468], [-10.54671, -4.03349, 8.37561], [-11.67938, -2.81073, 8.02356], [-11.09651, -3.35014, 10.62154], [-12.11423, -4.82606, 10.38823], [-13.14446, -2.96940, 11.28848], [-13.41425, -4.22756, 8.17362], [-4.75301, -8.25807, 18.04307], [-3.38526, -8.82788, 18.45922], [-2.40169, -7.84144, 18.29589], [-5.40973, -7.46801, 19.08721], [-5.44669, -9.07000, 17.82471], [-4.72255, -7.68242, 17.11798], [-3.31058, -9.74017, 17.86739], [-3.32215, -9.20703, 19.47920], [-2.18436, -7.76496, 17.36394], [-4.81787, -7.17861, 19.78546], [-6.86474, 2.36932, 12.89467], [-5.84140, 2.50377, 14.04494], [-4.72612, 1.72419, 13.63557], [-6.57336, 3.11552, 11.70699], [-7.88460, 2.62203, 13.18470], [-6.96378, 1.32825, 12.58731], [-6.32161, 2.14576, 14.95561], [-5.51610, 3.52525, 14.24212], [-4.65859, 1.90055, 12.69433], [-7.31491, 3.03036, 11.10330], [-3.58371, -1.62838, 17.67349], [-3.55951, -2.76097, 16.55375], [-4.30159, -2.44975, 15.39022], [-2.99769, -0.45137, 17.14092], [-3.00545, -1.86526, 18.56657], [-4.60211, -1.40529, 17.99162], [-3.93731, -3.70261, 16.95208], [-2.55031, -2.79611, 16.14342], [-3.69419, -2.47274, 14.64716], [-3.37760, -0.35231, 16.26488], [-15.86630, -0.74863, 15.30816], [-14.68061, -1.53622, 15.82294], [-14.75802, -1.90451, 17.28159], [-14.86179, -0.76520, 18.05486], [-14.66652, -1.05097, 19.40262], [-14.38951, -2.73185, 15.05094], [-15.86311, -0.57933, 14.23139], [-15.96646, 0.24350, 15.74834], [-16.79189, -1.30410, 15.45929], [-13.84225, -0.84032, 15.85428], [-13.80752, -2.36737, 17.54695], [-15.56605, -2.59076, 17.53507], [-13.60616, -1.24266, 19.56691], [-15.21864, -1.90805, 19.78821], [-14.86021, -0.19104, 20.04379], [-15.12598, -3.41579, 15.15066], [-13.53358, -3.05360, 15.47983], [-16.24380, -8.52809, 18.54633], [-17.03758, -8.87015, 17.23543], [-16.46411, -8.11552, 16.01261], [-16.65821, -6.70806, 16.11701], [-18.01519, -6.34395, 15.91398], [-17.00181, -10.29651, 17.08672], [-15.24365, -8.96126, 18.55884], [-16.72824, -9.04051, 19.37751], [-16.13094, -7.45206, 18.67870], [-18.09962, -8.68310, 17.39412], [-16.93838, -8.51572, 15.11650], [-15.41344, -8.40210, 15.96729], [-18.13577, -5.27892, 15.71580], [-18.47110, -6.50328, 16.89115], [-18.53285, -6.91608, 15.14404], [-17.53039, -10.70719, 17.84305], [-17.58417, -10.65887, 16.34533], [-10.72715, -6.59896, 16.59588], [-9.94837, -6.33621, 15.33382], [-9.22799, -4.96685, 15.35848], [-10.17649, -3.91523, 15.55398], [-9.57667, -2.68064, 15.66494], [-8.97406, -7.41834, 15.33932], [-11.51106, -7.35610, 16.57779], [-11.34289, -5.73357, 16.84098], [-10.07601, -6.77487, 17.45214], [-10.54671, -6.44481, 14.42923], [-8.68449, -4.80023, 14.42846], [-8.49892, -4.98264, 16.16861], [-10.26183, -1.88907, 15.96838], [-9.14057, -2.33635, 14.72719], [-8.86526, -2.63079, 16.48927], [-8.66949, -7.37778, 16.30145], [-9.48899, -8.28661, 15.37196], [-10.64586, -11.39764, 21.03499], [-10.74417, -12.91340, 21.26952], [-11.83857, -13.28947, 22.27057], [-11.73040, -14.69117, 22.52351], [-12.80841, -15.07688, 23.36492], [-10.83616, -13.44718, 19.89246], [-11.54013, -10.93988, 20.61211], [-9.89842, -11.23871, 20.25771], [-10.39852, -10.88848, 21.96648], [-9.86713, -13.36725, 21.73097], [-12.82398, -13.06559, 21.86197], [-11.73830, -12.65743, 23.15294], [-12.61609, -16.12313, 23.60255], [-13.76583, -14.92142, 22.86763], [-12.67913, -14.53155, 24.29980], [-10.88085, -14.45607, 19.87656], [-11.65845, -13.07250, 19.44128], [-11.01066, 3.39560, 16.78679], [-10.33113, 3.19441, 18.16539], [-9.56060, 4.38683, 18.70923], [-8.34775, 4.51510, 17.95854], [-7.19073, 4.12142, 18.71824], [-11.41961, 2.98780, 19.09428], [-11.67715, 2.58142, 16.50219], [-10.27646, 3.49116, 15.98684], [-11.61306, 4.30398, 16.77956], [-9.62393, 2.36924, 18.08135], [-9.42283, 4.29269, 19.78639], [-10.10319, 5.33076, 18.65726], [-6.31041, 4.14596, 18.07595], [-7.19402, 3.12954, 19.17019], [-6.92924, 4.85610, 19.47980], [-11.06700, 2.81029, 20.02394], [-11.97787, 2.21343, 18.76443]],
  "forces_ev_per_a": [[-0.8, 0.0, -2.0], [2.9, -0.8, 1.7], [-1.4, 0.7, 0.9], [0.5, 0.1, 1.2], [0.5, -0.6, 0.3], [-0.2, 0.6, 1.6], [1.5, 0.0, -1.2], [-0.2, -0.5, 0.0], [0.0, -0.2, -0.2], [-0.3, -0.1, -0.2], [0.1, 0.2, -0.2], [-0.1, 0.4, -0.4], [-0.5, 0.4, 0.1], [-0.3, -0.3, 0.1], [-0.3, -0.1, -0.5], [0.1, 0.1, -0.7], [-0.2, -0.1, 0.2], [-0.8, -0.9, -0.1], [-0.3, 0.4, -0.7], [-0.3, 1.0, -0.4], [0.4, 0.3, 0.3], [0.0, 0.0, -0.2], [-0.4, 0.0, -0.3], [0.2, -0.5, 0.4], [-0.3, -0.5, 0.5], [-0.1, -0.1, -1.2], [-1.4, 0.1, 0.7], [2.6, 2.9, 1.2], [-1.0, -1.5, 0.0], [-0.3, 0.8, -1.2], [0.5, -0.3, 0.7], [-1.0, 0.0, -1.2], [0.7, 0.8, 1.3], [0.5, -0.2, -0.3], [0.8, 0.1, -0.1], [-0.8, -0.2, -0.6], [-0.4, 0.3, 0.3], [0.4, -0.5, -0.2], [-0.5, -0.1, 0.1], [0.6, -0.3, -0.3], [-0.6, 0.6, 0.2], [0.1, -0.7, 0.4], [0.2, -0.4, 0.3], [0.0, 0.1, -0.2], [0.1, -0.3, -0.1], [0.2, -0.2, 0.3], [-0.3, -0.2, -0.7], [0.0, -0.3, -0.1], [-0.2, 1.3, 0.7], [-0.3, -0.1, -0.7], [0.8, -1.1, 0.3], [-0.4, -0.8, -0.6], [1.0, -0.3, -1.1], [-2.0, 0.2, 0.2], [0.8, -0.8, 0.7], [0.4, -0.6, 0.7], [-1.0, 0.9, -0.1], [0.7, 0.3, -0.3], [0.1, -0.2, -0.2], [-0.1, 0.2, 0.1], [-1.0, 0.1, 0.3], [0.4, -0.1, -0.1], [-0.1, 0.5, -0.2], [0.0, -0.1, 0.6], [-0.1, 0.4, 0.5], [-0.2, -0.6, -0.5], [0.6, 0.4, 0.3], [0.2, 0.1, -0.5], [-0.2, 0.6, 0.0], [0.1, -0.1, -0.1], [-0.6, -0.1, -0.1], [0.9, -0.3, 0.1], [-0.2, -0.5, 0.5], [-0.7, 0.2, 0.8], [-0.1, 0.1, 0.0], [1.3, -0.4, -0.4], [0.1, 0.0, -0.7], [-0.2, 0.1, 0.0], [-0.2, 0.5, -0.2], [-0.2, -0.1, 0.3], [0.2, 0.2, 0.2], [-0.1, 0.0, -0.3], [-1.2, 0.0, 0.8], [0.6, 1.2, -0.5], [-0.5, 0.2, -0.4], [0.8, -0.5, -0.3], [-0.3, -0.9, -0.2], [0.0, 0.7, 0.8], [0.4, -0.3, 0.0], [0.5, -0.2, -0.3], [-0.2, 0.0, 0.1], [-0.2, 0.0, 0.0], [-0.7, 0.0, 1.9], [-1.4, 0.2, -0.7], [0.8, -0.2, 0.1], [-0.1, -0.4, -0.9], [0.0, -0.2, 0.2], [0.5, 0.3, 0.1], [0.8, 0.0, -0.5], [-0.4, 0.4, 0.2], [0.0, 0.1, -0.1], [0.4, -0.1, -0.3], [-1.4, 0.2, 0.0], [-0.6, 0.0, -1.7], [0.2, -0.1, 0.7], [0.9, 0.3, 0.5], [0.0, 0.4, 0.6], [0.5, -0.4, 0.4], [0.3, -0.5, 0.0], [-0.2, 0.2, -0.2], [0.3, -0.1, -0.2], [0.0, -0.1, 0.0], [0.0, -0.4, -1.5], [0.6, 0.8, 0.9], [-0.9, 0.7, -0.1], [0.1, -0.1, 0.1], [0.0, -0.5, -0.2], [-0.3, -0.2, 0.0], [0.3, -0.1, 0.1], [0.5, -0.6, 1.0], [-0.2, 0.1, 0.0], [-0.1, 0.3, -0.3], [-0.7, -0.1, -0.4], [-0.4, 0.7, 0.3], [0.1, -0.2, 0.2], [-0.8, 1.2, 0.5], [0.9, 0.4, 0.8], [0.6, 0.9, -0.3], [0.6, -0.2, -0.1], [0.1, -0.2, 0.3], [-0.2, 0.0, 0.3], [0.5, -0.1, -0.7], [0.2, -0.6, -0.1], [-0.3, -0.3, -0.2], [0.3, -0.4, 0.1], [-0.3, -0.1, -0.2], [-0.4, 0.2, -0.4], [0.0, -0.2, 0.2], [0.1, -0.9, -0.3], [-0.4, -0.4, -0.8], [0.2, 0.8, 1.1], [-0.7, -0.6, 0.9], [0.6, -0.4, -1.0], [0.0, 0.0, 1.3], [0.4, -1.9, -0.4], [0.1, 0.0, -0.6], [-0.3, 0.5, 0.2], [-0.3, -0.1, 0.2], [0.0, 1.2, 0.0], [-0.1, 0.1, -0.3], [0.2, 0.6, -0.1], [0.5, 0.0, -0.2], [-0.8, -0.1, -0.2], [0.2, -0.1, -0.1], [0.4, 0.0, 0.8], [0.1, 0.5, -0.9], [-2.1, 1.7, 0.7], [-0.1, -0.4, 0.3], [-0.7, -0.4, -0.1], [-0.4, -1.2, 0.0], [0.3, 1.4, 0.4], [1.1, 0.0, -0.4], [0.5, -0.6, -0.5], [0.1, 0.4, 0.3], [0.1, 0.0, 0.0], [-0.2, 0.3, 0.1], [0.1, -0.1, -0.2], [0.1, 0.1, 0.3], [-0.7, -0.3, -0.2], [0.4, -0.1, -0.1], [0.7, -0.3, -0.1], [1.0, -0.2, 0.1], [-0.2, -0.3, -0.5], [0.5, -0.3, 0.5], [-0.5, 0.3, -0.9], [0.2, -0.3, -1.3], [-0.5, 1.0, 0.0], [1.4, -0.5, 0.1], [0.0, -0.3, 0.7], [-0.4, -0.3, 0.2], [0.3, 0.1, 0.4], [0.1, 0.3, -0.1], [0.5, 0.5, -0.2], [-0.3, 0.0, -0.2], [0.2, -0.2, 0.5], [-0.4, -0.1, -0.1], [-0.1, 0.0, 0.2], [-0.6, 0.2, 0.2], [-0.2, -0.1, 0.1], [-0.2, -0.1, -0.2], [0.8, 0.5, 0.0], [-1.0, 0.6, -0.5], [0.3, 0.3, -0.9], [0.8, -0.4, 1.3], [0.4, 0.7, -0.6], [-0.2, -0.3, 0.2], [0.1, -0.2, 0.3], [0.1, 0.0, 0.0], [0.0, 0.1, 0.2], [0.2, -0.3, 0.1], [0.6, -0.5, 0.1], [-0.3, 0.0, -0.6], [-0.2, -0.1, -0.5], [-0.6, -0.2, 0.0], [-0.4, 0.1, 0.4], [-0.1, -0.3, 0.2], [-0.2, -0.1, 0.4]],
  "relative_energy_kcal_mol": 66.1,
  "energy_ha": -3924.38012,
  "spin_multiplicity": 1,
  "lumo_ev": 0.09,
  "mol_weight_g_mol": 1155.60,
  "largest_force_ev_per_a": 4.10
}